Record 1
Density functional theory data (the ωB97M-V functional and the def2-TZVPD basis) for a 3-piece molecular cluster, C31H54FINO12S3 overall in a non-equilibrium geometry.

LUMO energy in eV: -4.5
Frontier orbital gap in eV: 6.65
Total energy in hartree: -3763.02297
HOMO in eV: -11.12
Net charge: +1

Last column: Löwdin charge in e.
Element x y z (Å)
C (6.291528, 5.220876, -0.375140)  -0.2312
O (3.647710, -0.608142, -4.235015)  -0.4034
O (-5.423271, -8.126320, 2.767743)  -0.1950
C (5.457927, -1.805237, -1.766369)  -0.0158
H (-5.178221, -5.262540, 2.043060)  0.1206
H (5.942980, 1.089907, 1.331157)  0.0477
H (0.818408, 0.686713, 2.181534)  0.0845
C (0.948269, 1.269680, -2.498357)  -0.0989
C (0.598988, 0.574268, 1.118683)  -0.2558
H (5.853596, 0.898281, -3.616783)  0.1255
C (-5.200217, -4.256871, 2.443765)  -0.1652
C (5.069554, 6.090888, -0.737774)  -0.0934
H (-2.517330, 3.025740, -4.081575)  0.1091
H (7.354153, -0.875991, -1.878428)  0.1404
H (-5.965593, -0.161260, 0.924769)  0.0810
C (1.094324, 1.833557, 0.368121)  -0.1421
C (-2.675328, 1.483836, -2.609007)  -0.2081
S (4.200469, -0.935385, -5.812249)  0.9124
H (-3.233095, 0.747278, -3.183469)  0.1174
H (6.040163, 4.240090, 1.504045)  0.1067
C (-3.647339, 2.349940, -1.807371)  -0.2128
H (5.895995, -2.798077, -1.785326)  0.0953
H (-5.503720, 3.303713, -0.347620)  0.1251
C (4.727181, 1.291684, -0.445752)  -0.2076
H (-4.353276, 2.807678, 0.887970)  0.1248
H (7.623886, 2.744268, 0.694008)  0.1269
C (-0.791340, 3.168789, -2.809524)  -0.1970
H (6.986582, 2.825840, -0.960677)  0.0959
C (3.380848, 0.668036, -3.931713)  -0.5911
H (-3.851048, -9.272160, 3.485344)  0.1360
H (-4.068050, -7.682787, 4.258676)  0.1327
H (-5.852903, -10.162531, 4.566369)  0.1366
H (5.025366, 0.112045, -5.964887)  -0.1012
H (-3.756724, 0.842255, -0.304562)  0.1009
H (-5.257888, -2.885523, 0.755665)  0.1349
C (-4.449351, 1.511712, -0.812069)  -0.1875
C (-1.912073, 0.339470, 3.028984)  -0.0497
H (-3.664301, -3.622090, 1.049173)  0.1338
N (3.557584, 1.537841, 0.213212)  -0.2731
C (-5.123321, 2.442999, 0.195473)  -0.2450
H (-6.528077, 0.608658, 2.432543)  0.0961
F (6.684099, -1.331399, -3.703222)  -0.0233
H (-1.908099, 1.386319, 2.740431)  0.0830
C (3.463927, 0.961188, -2.468587)  0.0238
C (6.416228, -0.849873, -2.431127)  -0.3506
O (3.064241, 1.487129, -4.712314)  0.1652
C (0.644652, 2.705955, -3.029830)  -0.1658
C (-1.848666, 2.337074, -3.573476)  -0.1819
H (0.988926, 0.596449, -3.347891)  0.1251
O (-2.467081, -2.727615, 4.032648)  -0.2214
H (-5.177772, 0.930151, -1.373907)  0.1260
O (-7.838033, -8.520659, 2.629704)  -0.2003
C (5.957646, 0.627173, -2.573185)  -0.0401
H (6.706174, 4.869410, -1.316249)  0.0961
H (0.155026, 0.929416, -1.848681)  0.0990
C (6.035048, 1.371553, 0.290777)  -0.1729
H (0.950109, 2.781774, -4.065533)  0.1092
C (-4.581088, -8.555816, 3.850613)  -0.1538
H (-1.251277, 0.233294, 3.883010)  0.0781
H (-2.908682, 0.028384, 3.305486)  0.0480
O (-4.723496, -2.035625, 4.776031)  -0.2022
H (4.509080, -1.858514, -2.289768)  0.0780
H (-0.591654, -1.151623, 2.207887)  0.1145
H (0.312435, 2.113282, -0.317995)  0.0986
C (5.901082, 3.978488, 0.457838)  -0.2401
C (-4.571339, -3.237049, 1.520519)  -0.1442
H (4.833157, 3.838289, 0.304814)  0.0542
H (1.285609, 3.402270, -2.482655)  0.1165
H (-6.224005, -3.991678, 2.700927)  0.1319
C (2.340229, 1.539845, -0.397643)  -0.2071
H (4.760593, 5.916862, -1.763251)  0.0694
H (-1.020676, 3.223033, -1.747324)  0.0935
O (-4.393980, -4.186648, 3.634922)  -0.1791
S (-3.875878, -2.697670, 3.855933)  0.5787
C (6.723575, 2.744378, 0.087845)  -0.1594
C (4.697195, 0.962917, -1.812181)  -0.0727
H (6.763012, 1.230233, -2.177862)  0.1031
H (-5.143807, -9.172272, 5.864070)  0.1380
O (-4.204921, -2.147331, 2.388295)  -0.2264
O (-6.198482, 1.892538, 0.907376)  -0.1688
H (7.031667, 5.820438, 0.140826)  0.1068
H (-2.120882, -1.070988, 1.377341)  0.1032
C (-1.361470, -0.466430, 1.857713)  -0.2277
I (3.593625, 1.924758, 2.251394)  1.2838
H (-4.324394, 2.849139, -2.496069)  0.1223
H (-0.835440, 4.194481, -3.172976)  0.1142
H (5.313633, 7.140543, -0.620906)  0.0705
H (-3.085655, 3.086677, -1.233717)  0.1087
H (-2.020204, 0.985543, -1.895871)  0.0935
H (6.685533, 0.630826, -0.160064)  0.1068
C (2.276457, 1.263028, -1.775722)  -0.0511
H (-4.839626, 0.755416, 1.954158)  0.0727
H (-1.322816, 1.729347, -4.305229)  0.1091
O (-6.687349, -8.291816, 4.797868)  -0.1779
H (1.183573, -0.293864, 0.786972)  0.1347
H (5.279850, -1.557506, -0.722218)  0.0857
C (-5.864192, 0.702809, 1.580820)  -0.1055
C (-5.542766, -9.156631, 4.854554)  -0.1524
S (-6.878952, -7.739807, 3.315251)  0.6029
O (-0.758611, 0.396728, 0.871041)  -0.1519
H (4.212632, 5.857480, -0.110489)  0.0624
O (-6.984558, -6.325825, 3.377322)  -0.2232
H (1.223791, 2.680895, 1.034933)  0.0822

Atomic forces in eV per Å
-0.8 -0.3 -0.3
1.0 -0.2 0.3
-0.1 -0.1 0.0
-0.1 -0.2 0.0
0.1 -0.1 0.1
-0.1 0.1 0.1
-0.2 0.0 0.2
0.3 0.7 -0.3
0.5 0.3 0.0
0.0 -0.1 -0.2
-0.3 0.3 -0.1
0.3 -0.1 0.2
-0.1 -0.1 -0.3
0.2 0.0 -0.1
0.0 -0.2 0.0
0.0 -0.4 0.2
-0.1 0.6 -0.3
-0.5 -0.4 -0.3
-0.1 -0.3 0.1
-0.2 -0.2 0.2
0.2 -0.8 0.2
0.1 -0.1 0.0
-0.2 0.1 0.1
0.0 -0.3 -0.1
0.0 0.0 0.1
0.3 -0.1 -0.2
0.0 0.1 -0.9
0.2 0.0 -0.1
-0.3 -0.9 0.6
-0.1 0.0 -0.2
0.0 0.0 0.0
0.0 0.0 0.0
0.0 0.1 0.2
0.0 -0.3 0.1
0.0 0.2 0.1
0.1 0.5 -0.2
0.6 0.0 -0.2
0.0 0.0 0.0
0.0 0.0 -0.3
0.2 -0.2 -0.3
-0.2 -0.1 0.1
0.1 0.0 -0.2
-0.3 0.2 0.0
-0.4 -0.1 1.3
-0.2 0.0 0.1
-0.1 1.7 -1.2
0.0 0.0 0.9
0.4 0.2 1.0
0.0 -0.3 0.0
0.1 0.0 0.1
-0.2 -0.2 0.2
-0.1 0.0 -0.2
0.1 -0.2 0.8
0.4 0.1 0.0
-0.1 -0.2 0.1
0.1 0.2 -0.6
-0.1 0.0 -0.3
0.2 0.2 0.2
-0.1 0.0 0.3
-0.2 0.0 0.1
0.1 0.3 0.1
-0.1 0.1 -0.1
0.0 -0.3 0.0
-0.1 0.1 -0.2
0.3 0.6 -0.2
0.2 -0.2 -0.1
-0.1 -0.3 -0.1
0.1 0.1 0.0
0.0 0.0 0.0
0.2 0.2 -1.0
0.0 0.0 -0.2
0.0 -0.1 0.2
0.3 0.0 -0.2
-0.3 -0.3 -0.2
-0.6 -0.1 0.6
-0.4 0.3 0.1
0.2 0.3 -0.2
-0.1 0.2 0.1
-0.2 -0.1 0.0
-0.2 0.1 -0.1
0.2 0.0 0.0
-0.2 0.2 -0.3
0.2 0.0 0.1
0.0 -0.1 0.1
-0.1 0.3 0.0
0.0 0.2 0.1
-0.2 0.2 -0.1
0.0 0.3 -0.1
0.1 -0.3 0.0
0.1 -0.2 0.1
0.2 -0.4 0.1
0.1 -0.1 0.1
-0.1 -0.1 -0.3
0.1 0.2 0.0
-0.1 -0.2 -0.1
0.0 0.1 0.1
0.1 0.3 0.1
0.0 -0.4 -0.1
0.2 -0.2 0.2
-0.3 -0.2 0.0
-0.1 0.1 0.2
-0.2 0.0 0.0
0.1 0.1 0.1

***

Record 2
Density functional theory data (the ωB97M-V functional and the def2-TZVPD basis) for C31H55BrCuNO3P3 as an isolated structure in a non-equilibrium geometry.

LUMO energy (alpha / beta) in eV: -6.7 / -8.7
Frontier orbital gap (alpha / beta) in eV: 5.64 / 3.65
Total energy in hartree: -6732.65108
Relative energy (zero: lowest compared OMol25 entry of this formula, charge and spin) in kJ/mol: 130.4
HOMO (alpha / beta) in eV: -12.36 / -12.36
Net charge: +2
Multiplicity: 2

Last column: Mulliken spin population.
Element x y z (Å)
C (4.097547, 0.784376, -0.056415)  0.0846
H (4.062366, -1.298152, 2.796384)  -0.0003
C (3.966597, -1.942278, -2.782128)  0.0289
C (-4.263782, -2.367089, -0.003822)  0.0000
C (1.603485, 1.892152, -3.840756)  0.0006
C (-1.602323, 2.277479, 3.753455)  0.0001
H (-1.173084, -5.110589, 1.948696)  0.0000
C (-0.541382, -2.593369, -3.145682)  0.0022
H (-1.722769, -2.623498, 1.809200)  0.0002
C (-0.328663, -3.104920, -1.722214)  0.0004
H (1.827745, 4.261923, -1.451569)  0.0002
H (3.582237, -1.962730, -3.807480)  0.0000
C (0.200718, -1.237134, 3.677454)  0.0022
H (6.235543, 0.447857, -0.335959)  -0.0124
C (-3.750979, 1.473192, -3.344079)  0.0008
O (0.802952, 1.050814, 1.910767)  -0.0006
C (1.438604, 2.418327, 2.045926)  0.0021
C (0.416635, 1.282997, -3.434335)  0.0033
H (-0.020901, -2.306694, 3.561449)  -0.0006
H (-3.100327, -3.840421, -1.086981)  0.0000
H (2.023095, -1.539861, -1.833440)  0.0038
C (2.205937, 2.838354, -3.006716)  -0.0023
C (2.694092, -1.515202, 1.081353)  0.0812
H (-3.300400, -2.329734, -1.943999)  0.0000
H (2.935945, -0.080178, -2.324041)  0.0072
Cu (-0.837080, -0.140232, -0.323640)  0.0095
H (-4.565865, 3.314636, -0.590442)  0.0000
C (-0.208380, 1.643601, -2.230228)  0.0016
H (-3.193892, 0.596057, -3.684019)  0.0001
C (-1.558021, -4.658315, 1.027077)  0.0003
H (5.433296, 1.152955, -1.765192)  -0.0004
H (0.895585, -1.346699, 5.697043)  0.0000
C (-3.010466, 2.704546, 4.047570)  0.0000
H (-4.187742, -1.349663, 0.406038)  0.0000
C (-4.588124, 2.148100, -4.235727)  -0.0003
H (3.051716, 3.096296, 3.328021)  -0.0002
C (3.560885, -2.094449, 2.218837)  0.0351
O (-1.583361, 1.835407, 2.313203)  -0.0002
H (0.096777, -3.157020, -3.841383)  0.0001
H (-1.548399, 0.098882, -2.650157)  0.0007
C (0.190919, -0.760439, 5.100508)  0.0006
C (-1.393886, 0.838761, -1.847669)  -0.0059
H (-5.199932, -2.399322, -0.585559)  0.0000
C (1.450854, 3.384882, -1.960533)  0.0038
H (-4.356181, -3.075096, 0.828197)  0.0000
H (4.106933, 1.035872, 1.014982)  -0.0135
H (2.136876, -0.618744, 1.394790)  0.0434
C (3.027987, -1.095592, -1.910935)  0.0999
H (3.209156, 1.438989, 2.761644)  -0.0007
H (-2.572219, 1.621547, -0.081473)  0.0010
H (1.851424, 2.644997, 1.052321)  -0.0019
H (-3.078940, 3.014023, 5.094295)  0.0000
C (0.257401, 2.789226, -1.554159)  -0.0039
H (-1.128231, -5.213349, 0.179912)  0.0000
H (2.951238, -2.691869, 2.913728)  0.0047
H (4.340518, -2.757539, 1.808760)  -0.0094
H (-0.507952, -4.192710, -1.655968)  -0.0003
H (2.003037, 1.863479, 4.022795)  0.0000
P (3.777267, -0.989823, -0.265815)  0.5870
O (-0.919324, -0.532995, 2.944348)  -0.0005
H (-4.657183, 1.777124, -5.262376)  0.0000
H (5.720029, 2.145388, -0.324525)  0.0019
H (1.141668, -1.000270, 3.163459)  -0.0050
C (-4.500183, 2.983602, -1.626443)  0.0010
H (-0.083087, 0.541331, -4.074961)  0.0018
H (1.990237, -2.267318, 0.684175)  0.0003
P (-1.409870, -2.258065, -0.487560)  -0.0037
H (-3.692748, 1.861421, 3.892767)  0.0000
C (-1.156192, -3.185661, 1.050235)  0.0022
H (-2.647939, -4.794992, 1.032704)  0.0000
H (-0.811348, -0.882802, 5.526190)  0.0001
P (-0.733404, 0.589508, 1.777613)  -0.0042
H (-0.265532, -1.532461, -3.246281)  -0.0001
H (-3.303901, 3.550475, 3.414457)  0.0000
H (-1.589910, -2.710949, -3.452687)  -0.0001
C (-3.600068, 1.940026, -1.999768)  -0.0003
H (0.714493, -2.940824, -1.396045)  -0.0015
C (-3.112833, -2.748094, -0.944441)  0.0001
H (-0.878986, 3.097193, 3.859564)  0.0000
H (3.294914, 1.355381, -0.545469)  0.0294
H (4.033958, -2.974509, -2.411335)  0.0017
H (-1.287288, 1.423275, 4.369278)  0.0000
H (0.670930, 3.149988, 2.331477)  0.0000
C (2.482675, 2.191699, 3.091858)  -0.0012
N (-5.300045, 3.218666, -3.888113)  0.0006
C (5.452897, 1.141587, -0.668476)  0.0228
H (2.031269, 1.609388, -4.813255)  -0.0002
C (-5.293218, 3.599216, -2.610098)  -0.0003
C (-2.526587, 1.419714, -1.172961)  0.0012
Br (3.949039, 3.382373, -3.329228)  0.0001
H (-0.275845, 3.188986, -0.687181)  0.0000
H (4.987147, -1.531208, -2.805723)  -0.0018
H (-0.088253, -3.079933, 1.303892)  0.0029
H (-5.953747, 4.428266, -2.346840)  0.0000
H (0.506193, 0.288473, 5.159813)  0.0000

Atomic forces in eV per Å
0.8 0.0 0.5
-0.2 -0.3 -0.3
0.0 -0.3 -0.5
-0.2 0.1 -0.1
-0.1 -0.4 -0.1
0.1 -0.5 -0.7
-0.2 -0.1 -0.2
0.2 0.0 -0.2
0.2 -0.2 -0.1
-0.2 -0.5 0.3
0.0 0.0 0.1
0.2 -0.1 0.2
-0.8 0.6 -0.9
-0.1 0.2 -0.1
0.1 0.5 0.3
0.7 0.8 0.1
-0.7 -1.3 -0.3
0.1 0.0 -0.1
0.0 0.4 0.2
0.0 0.3 0.0
0.4 0.1 0.0
-1.4 -0.2 -0.2
0.2 -0.7 0.1
0.0 0.0 0.2
0.0 -0.2 0.3
-0.2 -0.7 1.4
0.1 0.0 -0.2
0.4 -0.2 0.8
-0.2 0.5 0.0
0.1 -0.2 0.4
0.0 0.0 0.3
-0.1 0.0 0.0
-0.1 0.1 0.1
0.1 -0.2 -0.1
0.5 -0.6 0.6
-0.1 0.0 -0.1
0.1 -0.2 0.3
0.2 -0.2 0.5
-0.3 0.1 0.1
-0.8 1.0 -0.1
0.1 0.0 0.2
-1.1 1.3 -0.9
0.3 -0.1 0.4
0.2 -0.4 0.2
0.0 0.2 -0.1
-0.1 -0.2 -0.3
0.1 -0.1 -0.2
0.3 -0.5 -0.2
-0.3 0.1 0.2
0.6 1.0 -0.9
-0.2 0.1 0.3
0.0 0.0 -0.1
0.4 -0.2 0.0
-0.2 0.2 0.3
0.2 0.3 -0.2
-0.3 0.2 0.3
0.1 0.4 -0.2
0.2 0.0 -0.2
-1.7 1.7 -0.1
1.2 0.1 -0.1
-0.1 0.3 0.3
0.1 -0.2 -0.2
-0.3 -0.1 0.2
0.5 -0.5 0.1
0.5 0.4 0.3
0.3 0.2 0.1
0.3 -1.0 -0.2
0.1 0.2 0.0
0.1 0.0 0.1
0.3 0.1 -0.1
0.2 0.1 0.0
0.2 0.4 1.3
-0.1 -0.3 0.1
0.0 -0.2 0.1
0.3 0.0 0.0
-2.0 -1.0 -1.3
-0.4 -0.1 -0.1
-0.1 -0.1 -0.7
-0.2 -0.2 -0.1
-0.1 -0.3 0.1
0.0 0.2 -0.2
-0.1 0.3 -0.2
0.3 -0.3 -0.2
0.4 0.3 0.6
-0.2 0.0 0.1
0.4 0.3 -0.1
0.0 0.1 0.6
0.4 -0.4 0.2
0.4 0.3 -0.8
0.5 0.4 -0.2
0.1 -0.1 -0.3
-0.3 -0.1 0.0
-0.3 0.0 0.0
0.2 -0.2 0.0
-0.2 -0.2 0.0

***

total energy of number 1 (C31H54FINO12S3)? -3763.02297 hartree

***

The lowest total energy belongs to which entry? C31H55BrCuNO3P3

***

What is the net charge in the second record? +2

***

What is the formula in the second record? C31H55BrCuNO3P3